(1)
DFT (wB97M-V/def2-TZVPD) results for a structure of composition C48H66InN5O3.

## Properties
* energy: -69616.9964 eV

Last column: Löwdin charge in e.
Cartesian coordinates (Å):
In -1.496 -1.506 0.878  0.97
C -4.399 -3.549 0.847  -0.07
N -4.113 -2.127 1.045  -0.28
C -4.694 -1.717 2.334  -0.08
C -4.702 -1.319 -0.019  -0.19
C -4.233 0.128 0.041  -0.17
N -2.786 0.296 -0.158  -0.17
C -2.516 0.210 -1.616  -0.11
C -1.130 0.501 -2.116  -0.14
C -0.979 1.467 -3.106  0.00
C 0.224 1.645 -3.769  -0.17
C 1.273 0.809 -3.382  0.01
C 1.176 -0.165 -2.400  -0.06
C -0.073 -0.333 -1.738  -0.27
O -0.252 -1.280 -0.829  -0.16
C 2.359 -1.094 -2.112  -0.52
C 1.969 -2.518 -2.546  -0.03
C 3.610 -0.696 -2.899  -0.07
C 2.738 -1.082 -0.623  -0.05
C 0.408 2.617 -4.937  -0.55
C -0.825 3.497 -5.157  -0.06
C 0.645 1.801 -6.219  -0.05
C 1.616 3.531 -4.699  -0.05
C -2.363 1.591 0.430  -0.10
C -0.888 1.880 0.527  -0.14
C -0.379 2.998 -0.122  0.01
C 0.919 3.423 0.090  -0.16
C 1.661 2.727 1.045  0.02
C 1.196 1.617 1.734  -0.07
C -0.106 1.139 1.425  -0.27
O -0.616 0.045 1.996  -0.16
C 2.033 0.998 2.859  -0.51
C 3.377 1.710 3.037  -0.07
C 2.337 -0.482 2.589  -0.03
C 1.253 1.154 4.176  -0.03
C 1.541 4.608 -0.641  -0.54
C 1.944 5.697 0.366  -0.05
C 2.788 4.129 -1.401  -0.04
C 0.566 5.230 -1.645  -0.07
H -5.478 -3.745 0.902  0.10
H -3.899 -4.126 1.625  0.10
H -4.033 -3.883 -0.117  0.06
H -5.792 -1.739 2.277  0.10
H -4.364 -0.720 2.612  0.09
H -4.362 -2.389 3.114  0.08
H -5.797 -1.329 0.065  0.13
H -4.440 -1.757 -0.983  0.11
H -4.495 0.537 1.015  0.11
H -4.779 0.705 -0.715  0.13
H -3.210 0.882 -2.138  0.13
H -2.759 -0.815 -1.919  0.11
H -1.847 2.063 -3.365  0.11
H 2.222 0.929 -3.889  0.09
H 1.673 -2.528 -3.598  0.09
H 1.132 -2.871 -1.946  0.06
H 2.813 -3.203 -2.417  0.09
H 3.458 -0.790 -3.977  0.08
H 4.429 -1.364 -2.622  0.08
H 3.920 0.327 -2.671  0.09
H 1.895 -1.365 0.000  0.06
H 3.065 -0.082 -0.325  0.09
H 3.559 -1.783 -0.444  0.09
H -1.703 2.894 -5.397  0.08
H -0.647 4.174 -5.995  0.08
H -1.045 4.102 -4.274  0.08
H -0.215 1.159 -6.421  0.09
H 1.525 1.164 -6.122  0.08
H 0.792 2.464 -7.076  0.08
H 1.491 4.105 -3.781  0.04
H 1.728 4.233 -5.530  0.09
H 2.540 2.956 -4.616  0.08
H -2.751 1.602 1.452  0.13
H -2.848 2.405 -0.127  0.14
H -1.031 3.521 -0.812  0.11
H 2.662 3.079 1.257  0.09
H 3.992 1.641 2.135  0.08
H 3.923 1.234 3.855  0.08
H 3.243 2.763 3.296  0.08
H 2.928 -0.588 1.677  0.05
H 1.424 -1.056 2.478  0.05
H 2.906 -0.900 3.425  0.09
H 1.078 2.213 4.384  0.09
H 1.818 0.726 5.011  0.08
H 0.293 0.647 4.115  0.07
H 2.685 5.327 1.076  0.08
H 1.070 6.031 0.929  0.09
H 2.371 6.557 -0.158  0.08
H 3.543 3.746 -0.712  0.08
H 3.229 4.954 -1.968  0.09
H 2.525 3.327 -2.094  0.07
H -0.280 5.693 -1.131  0.09
H 0.185 4.481 -2.341  0.05
H 1.076 6.005 -2.222  0.09
C 1.218 -5.130 1.562  -0.01
C 0.154 -4.218 1.036  -0.24
N -0.335 -3.262 1.736  0.00
N 0.011 -3.055 3.008  0.07
C -0.913 -2.314 3.628  -0.44
O -2.020 -1.987 3.105  -0.09
C -0.599 -1.905 5.021  -0.15
C -1.486 -1.064 5.687  -0.02
C -1.205 -0.638 6.974  -0.08
C -0.040 -1.054 7.604  -0.09
C 0.844 -1.898 6.944  -0.08
C 0.567 -2.325 5.655  -0.03
C -0.423 -4.411 -0.302  -0.22
C 0.037 -5.411 -1.159  0.00
C -0.549 -5.564 -2.401  -0.05
C -1.566 -4.700 -2.777  -0.04
C -1.970 -3.742 -1.863  -0.12
N -1.446 -3.622 -0.650  0.08
H 1.578 -4.737 2.509  0.07
H 2.051 -5.177 0.858  0.09
H 0.841 -6.143 1.720  0.09
H -2.379 -0.744 5.168  0.12
H -1.892 0.023 7.489  0.10
H 0.181 -0.716 8.609  0.10
H 1.752 -2.221 7.439  0.10
H 1.242 -2.978 5.119  0.11
H 0.848 -6.058 -0.858  0.11
H -0.211 -6.338 -3.077  0.11
H -2.038 -4.763 -3.748  0.11
H -2.754 -3.036 -2.119  0.10

=====

(2)
DFT (wB97M-V/def2-TZVPD) results for a cluster of 12 separate species, C48H66N10O4S2 in total at a distorted geometry.

## Properties
* relative energy (zero: lowest compared OMol25 entry of this formula, charge and spin): 0.000 eV
* SMILES string: O=S1(=O)CCCC1.O=S1(=O)CCCC1.c1cc[nH]c1.c1cc[nH]c1.c1cc[nH]c1.c1cc[nH]c1.c1cc[nH]c1.c1cc[nH]c1.c1cc[nH]c1.c1cc[nH]c1.c1cc[nH]c1.c1cc[nH]c1

Last column: Löwdin charge in e.
Cartesian coordinates (Å):
O 0.677 -0.095 4.690  -0.32
S 1.847 0.595 4.202  0.64
O 2.720 -0.136 3.351  -0.33
C 1.454 2.137 3.417  -0.22
C 2.580 3.049 3.957  -0.22
C 2.778 2.782 5.428  -0.20
C 2.928 1.243 5.532  -0.19
H 0.455 2.504 3.732  0.12
H 1.432 1.929 2.334  0.08
H 3.402 2.764 3.370  0.10
H 2.386 4.080 3.711  0.11
H 2.012 3.153 6.086  0.11
H 3.672 3.254 5.811  0.11
H 2.711 0.975 6.559  0.10
H 3.916 0.866 5.254  0.10
O -0.397 0.334 1.508  -0.33
S -0.408 -0.178 0.147  0.67
O -1.349 0.427 -0.751  -0.35
C 1.241 -0.151 -0.446  -0.23
C 1.643 -1.601 -0.648  -0.20
C 0.745 -2.437 0.267  -0.24
C -0.663 -1.980 0.045  -0.19
H 1.819 0.281 0.374  0.10
H 1.296 0.447 -1.368  0.07
H 1.351 -1.978 -1.666  0.11
H 2.736 -1.655 -0.472  0.11
H 1.004 -2.178 1.267  0.09
H 0.961 -3.521 0.202  0.13
H -1.384 -2.316 0.833  0.09
H -1.033 -2.171 -0.984  0.09
C 2.000 2.146 -3.481  -0.12
C 2.931 1.093 -3.407  -0.12
C 2.248 -0.086 -3.641  -0.17
N 0.941 0.251 -3.863  0.00
C 0.734 1.600 -3.787  -0.09
H 2.296 3.209 -3.458  0.10
H 4.021 1.082 -3.390  0.10
H 2.624 -1.048 -3.931  0.11
H 0.200 -0.389 -4.132  0.15
H -0.213 1.972 -4.078  0.09
C 0.100 5.565 -4.143  -0.11
C -0.782 5.268 -5.229  -0.07
C -1.829 4.505 -4.656  -0.14
N -1.559 4.320 -3.341  0.04
C -0.434 5.016 -3.025  -0.15
H 1.022 6.054 -4.201  0.08
H -0.779 5.532 -6.278  0.08
H -2.749 4.186 -5.117  0.09
H -2.262 4.052 -2.704  0.11
H -0.138 5.179 -2.028  0.08
C 3.517 -5.030 1.535  -0.12
C 2.933 -5.282 2.795  -0.11
C 2.839 -4.072 3.431  -0.12
N 3.456 -3.111 2.661  0.05
C 3.904 -3.710 1.510  -0.15
H 3.748 -5.670 0.710  0.08
H 2.668 -6.209 3.254  0.08
H 2.445 -3.807 4.359  0.09
H 3.420 -2.141 2.802  0.08
H 4.330 -3.151 0.739  0.07
C 5.274 -0.051 0.945  -0.08
C 5.895 -0.614 2.166  -0.09
C 6.727 -1.665 1.786  -0.13
N 6.614 -1.724 0.431  -0.02
C 5.704 -0.835 -0.072  -0.16
H 4.442 0.599 0.933  0.07
H 5.622 -0.303 3.174  0.08
H 7.246 -2.444 2.338  0.12
H 7.234 -2.262 -0.155  0.15
H 5.378 -0.913 -1.060  0.09
C -1.745 -3.889 3.257  -0.09
C -2.696 -4.326 2.253  -0.11
C -3.485 -3.254 1.906  -0.13
N -3.066 -2.193 2.710  0.00
C -2.026 -2.522 3.509  -0.13
H -0.948 -4.408 3.789  0.08
H -2.906 -5.314 1.871  0.09
H -4.313 -3.150 1.220  0.08
H -3.544 -1.287 2.626  0.13
H -1.564 -1.834 4.233  0.11
C -4.855 3.426 -3.564  -0.15
C -4.163 2.207 -3.661  -0.09
C -3.906 1.797 -2.323  -0.13
N -4.480 2.731 -1.535  0.02
C -5.056 3.760 -2.263  -0.10
H -5.156 4.021 -4.443  0.11
H -3.637 1.949 -4.517  0.07
H -3.314 1.030 -1.882  0.06
H -4.582 2.784 -0.555  0.11
H -5.594 4.528 -1.855  0.08
C -5.217 1.364 1.992  -0.11
C -5.197 1.603 3.410  -0.11
C -3.881 1.551 3.802  -0.13
N -3.096 1.346 2.663  0.02
C -3.902 1.186 1.582  -0.17
H -6.146 1.319 1.385  0.10
H -6.034 1.734 4.121  0.10
H -3.430 1.572 4.761  0.10
H -2.083 1.254 2.694  0.12
H -3.453 0.960 0.631  0.08
C -3.710 -3.648 -1.696  -0.13
C -4.981 -3.674 -1.087  -0.15
C -5.560 -2.418 -1.162  -0.10
N -4.614 -1.638 -1.878  0.03
C -3.485 -2.396 -2.192  -0.14
H -3.031 -4.518 -1.817  0.10
H -5.383 -4.541 -0.554  0.10
H -6.503 -2.141 -0.765  0.09
H -4.744 -0.651 -2.082  0.11
H -2.677 -2.000 -2.762  0.09
C 2.118 5.105 0.324  -0.11
C 1.110 5.683 1.101  -0.10
C -0.004 4.918 0.853  -0.15
N 0.330 3.893 0.057  0.00
C 1.629 3.977 -0.344  -0.11
H 3.144 5.438 0.289  0.09
H 1.001 6.471 1.794  0.08
H -1.021 4.920 1.119  0.10
H -0.246 3.132 -0.167  0.12
H 2.041 3.326 -1.098  0.09
C -0.054 -4.586 -2.727  -0.13
C -0.664 -4.127 -3.908  -0.13
C 0.157 -4.439 -4.936  -0.12
N 1.290 -5.056 -4.360  0.00
C 1.169 -5.137 -3.020  -0.13
H -0.516 -4.588 -1.761  0.08
H -1.702 -3.776 -3.907  0.09
H 0.015 -4.355 -6.047  0.12
H 2.121 -5.247 -4.884  0.14
H 1.945 -5.413 -2.335  0.11